# 1
Molecular formula: C31H28NO6
Method: DFT, the ωB97M-V functional and the def2-TZVPD basis

Atoms and positions in Å:
1 C 3.717 -4.082 4.547
2 N 3.711 -2.636 4.469
3 C 4.769 -2.006 5.232
4 C 2.878 -1.942 3.631
5 C 2.607 -0.563 3.850
6 C 1.813 0.143 2.961
7 C 1.338 -0.447 1.779
8 C 0.760 0.426 0.679
9 C -0.750 0.424 0.497
10 C -1.195 -0.955 0.119
11 O -0.541 -1.658 -0.629
12 O -2.331 -1.462 0.670
13 C -3.215 -0.580 1.400
14 C -4.018 0.348 0.518
15 C -4.149 -1.500 2.182
16 O -2.421 0.182 2.326
17 C -1.336 0.840 1.826
18 O -0.820 1.713 2.497
19 C 1.575 -1.811 1.572
20 C 2.279 -2.564 2.503
21 H 2.759 -4.490 4.211
22 H 4.525 -4.519 3.941
23 H 3.887 -4.379 5.591
24 H 4.799 -0.930 5.045
25 H 4.621 -2.185 6.307
26 H 5.744 -2.439 4.960
27 H 3.014 -0.063 4.730
28 H 1.558 1.182 3.170
29 H 0.999 1.457 0.938
30 H 1.202 0.146 -0.285
31 H -3.381 1.059 -0.014
32 H -4.580 -0.243 -0.211
33 H -4.720 0.901 1.156
34 H -3.576 -2.113 2.881
35 H -4.887 -0.911 2.732
36 H -4.671 -2.152 1.475
37 H 1.206 -2.278 0.661
38 H 2.429 -3.630 2.328
39 C -1.506 -1.066 -6.768
40 C -0.700 -0.113 -6.131
41 C -0.892 0.125 -4.772
42 C -1.874 -0.579 -4.067
43 C -2.675 -1.534 -4.684
44 C -2.488 -1.780 -6.045
45 C -1.954 -0.083 -2.677
46 O -2.808 -0.398 -1.851
47 C -0.872 0.913 -2.508
48 C -0.614 1.581 -1.358
49 C 0.069 2.887 -1.437
50 C -0.533 3.977 -2.131
51 C 0.116 5.198 -2.287
52 C 1.386 5.403 -1.727
53 C 1.988 4.361 -1.017
54 C 1.362 3.117 -0.917
55 C -0.197 1.079 -3.854
56 O 0.739 1.806 -4.163
57 H -1.381 -1.263 -7.833
58 H 0.064 0.444 -6.669
59 H -3.420 -2.056 -4.085
60 H -3.104 -2.522 -6.554
61 H -1.205 1.266 -0.380
62 H -1.519 3.821 -2.574
63 H -0.361 5.996 -2.859
64 H 1.902 6.356 -1.857
65 H 2.968 4.498 -0.555
66 H 1.911 2.282 -0.485

Output
Net charge   -1
Kohn-Sham gap   5.63 eV
HOMO   -3.18 eV
Maximum force   7.81 eV/Å

# 2
Molecular formula: C7H9BrClN2O
Method: DFT, the ωB97M-V functional and the def2-TZVPD basis

Atoms and positions in Å:
1 C -3.874 -0.872 -0.567
2 C -3.161 -2.088 -0.519
3 C -1.784 0.551 -0.094
4 C -3.240 0.301 -0.226
5 C -2.925 -3.273 -0.320
6 C 1.482 -1.127 -0.691
7 C 1.934 1.724 -0.409
8 N -0.868 -0.346 -0.290
9 N 0.368 -0.167 -0.292
10 O 0.565 1.245 -0.427
11 Cl -2.164 -4.661 -0.059
12 Br -4.251 1.893 0.060
13 H -4.994 -0.758 -0.656
14 H -1.152 -1.279 -0.147
15 H -1.443 1.653 -0.086
16 H 2.337 -0.774 -0.217
17 H 1.127 -2.117 -0.457
18 H 1.529 -1.117 -1.819
19 H 2.276 2.052 0.563
20 H 1.892 2.588 -0.958
21 H 2.545 1.016 -0.650

Output
SMILES   CON(C)/[NH+]=C/C(Br)=C\C#CCl
Net charge   +1
Kohn-Sham gap (spin up / spin down)   7.41 / 7.41 eV
Energy relative to the best compared isomer or geometry (same formula, charge and spin)   217.02 kJ/mol
HOMO (spin up / spin down)   -12.03 / -12.03 eV
Maximum force   6.89 eV/Å

# 3
Molecular formula: C23H32NO3
Method: DFT, the ωB97M-V functional and the def2-TZVPD basis

Atoms and positions in Å:
1 C -3.089 -2.690 1.752
2 C -2.802 -3.132 3.183
3 C -3.392 -2.199 4.243
4 C -2.584 -0.933 4.540
5 H -1.543 -1.181 4.765
6 H -3.015 -0.449 5.423
7 O -2.679 0.042 3.512
8 C -1.663 0.331 2.685
9 C -1.891 1.418 1.827
10 C -0.932 1.832 0.935
11 C 0.294 1.173 0.851
12 C 0.523 0.101 1.699
13 C -0.437 -0.326 2.602
14 H -0.207 -1.167 3.237
15 H 1.475 -0.414 1.686
16 C 1.332 1.662 -0.141
17 H 1.511 2.728 0.051
18 C 0.815 1.537 -1.608
19 C 1.121 2.785 -2.411
20 C 2.418 3.278 -2.478
21 C 2.696 4.419 -3.208
22 C 1.680 5.078 -3.880
23 C 0.385 4.592 -3.817
24 C 0.107 3.450 -3.086
25 H -0.906 3.078 -3.037
26 H -0.411 5.102 -4.336
27 H 1.896 5.969 -4.448
28 H 3.706 4.796 -3.250
29 H 3.215 2.775 -1.948
30 H -0.271 1.419 -1.571
31 C 1.436 0.343 -2.342
32 N 1.419 -0.904 -1.539
33 C 0.062 -1.455 -1.332
34 H -0.567 -0.714 -0.839
35 H -0.357 -1.703 -2.311
36 C 0.141 -2.717 -0.468
37 O 0.987 -3.677 -1.043
38 C 2.289 -3.179 -1.201
39 H 2.876 -3.982 -1.649
40 C 2.294 -1.949 -2.114
41 H 3.307 -1.560 -2.217
42 H 1.907 -2.221 -3.099
43 H 2.725 -2.921 -0.224
44 H -0.845 -3.177 -0.395
45 H 0.484 -2.453 0.543
46 H 1.823 -0.605 -0.625
47 H 2.480 0.577 -2.561
48 H 0.911 0.175 -3.284
49 O 2.561 0.949 -0.023
50 H 3.007 1.239 0.780
51 H -1.122 2.687 0.304
52 H -2.837 1.929 1.901
53 H -3.470 -2.742 5.186
54 H -4.398 -1.902 3.944
55 H -1.724 -3.230 3.334
56 H -3.238 -4.122 3.326
57 H -2.742 -3.448 1.052
58 H -2.599 -1.749 1.513
59 H -4.159 -2.563 1.608

Output
SMILES   CCCCOc1ccc([C@@H](O)[C@H](C[NH+]2CCOCC2)c2ccccc2)cc1
Net charge   +1
Kohn-Sham gap   8.99 eV
Energy relative to the best compared isomer or geometry (same formula, charge and spin)   95.57 kJ/mol
HOMO   -11.18 eV
Maximum force   0.94 eV/Å

# 4
Molecular formula: C3H10NO
Method: DFT, the ωB97M-V functional and the def2-TZVPD basis

Atoms and positions in Å:
1 C -0.905 0.010 2.178
2 C -1.124 0.247 0.747
3 C -0.207 -0.102 -0.235
4 N -0.384 0.033 -1.636
5 H 0.006 -0.551 2.393
6 H -1.713 -0.612 2.619
7 H -0.902 0.943 2.751
8 H -2.072 0.696 0.431
9 H 0.673 -0.690 0.008
10 H -1.062 0.744 -1.892
11 H -0.706 -0.830 -2.071
12 H 0.853 1.128 -0.155
13 H 3.259 -0.545 -1.838
14 H 1.823 -0.082 -1.982
15 O 2.460 -0.389 -1.320

Output
Net charge   +1
Kohn-Sham gap   7.86 eV
Energy relative to the best compared isomer or geometry (same formula, charge and spin)   388.17 kJ/mol
HOMO   -14.87 eV
Maximum force   4.06 eV/Å

# 5
Molecular formula: C4H9N3O2
Method: DFT, the ωB97M-V functional and the def2-TZVPD basis

Atoms and positions in Å:
1 C 0.252 0.367 0.651
2 C -1.719 1.596 -0.168
3 N -1.124 0.335 0.215
4 C -1.703 -0.837 -0.185
5 N 2.866 -0.720 0.139
6 C 2.067 -0.082 -0.776
7 O -1.120 -1.947 0.361
8 N 0.986 0.559 -0.573
9 O -2.798 -0.903 -0.702
10 H -1.731 -2.686 0.229
11 H 2.424 -1.157 0.932
12 H 3.797 -0.996 -0.120
13 H 0.443 -0.565 1.196
14 H 0.410 1.217 1.329
15 H 2.542 0.087 -1.736
16 H -1.070 2.099 -0.887
17 H -2.688 1.400 -0.619
18 H -1.835 2.232 0.712

Output
SMILES   CN(C/N=C\N)C(=O)O
Net charge   0
Kohn-Sham gap   9.68 eV
Energy relative to the best compared isomer or geometry (same formula, charge and spin)   51.76 kJ/mol
HOMO   -8.99 eV
Maximum force   2.29 eV/Å

# 6
Molecular formula: C3H9N4
Method: DFT, the ωB97M-V functional and the def2-TZVPD basis

Atoms and positions in Å:
1 C 0.059 -1.194 -0.514
2 C -0.481 -0.144 0.383
3 C 0.324 0.669 1.301
4 N 0.158 -0.861 -1.767
5 N -0.160 1.232 2.474
6 N 0.574 -1.771 -2.621
7 N -0.353 1.267 -0.129
8 H 0.269 -2.142 -0.146
9 H -1.475 -0.417 0.720
10 H 1.330 0.719 1.218
11 H 0.445 1.673 3.134
12 H -1.056 1.768 2.538
13 H 0.573 -2.702 -2.348
14 H 0.661 -1.549 -3.690
15 H 0.221 1.560 -0.806
16 H -1.090 1.891 0.252

Output
SMILES   N/N=C/[C@@H]1[NH2+][C@H]1N
Net charge   +1
Kohn-Sham gap   9.66 eV
Energy relative to the best compared isomer or geometry (same formula, charge and spin)   351.32 kJ/mol
HOMO   -12.57 eV
Maximum force   6.76 eV/Å

# 7
Molecular formula: C4H28N2O9S
Method: DFT, the ωB97M-V functional and the def2-TZVPD basis

Atoms and positions in Å:
1 C 1.825 0.131 -0.967
2 N 1.642 1.328 -0.132
3 C 0.705 -0.893 -0.638
4 C 0.094 -1.376 -1.956
5 S -1.074 -0.131 -2.697
6 N 1.348 -2.120 -0.020
7 C 0.423 -2.766 0.905
8 O -0.763 -3.134 0.272
9 H 1.947 0.172 -2.051
10 H 2.794 -0.229 -0.534
11 H 0.937 2.020 -0.423
12 H 2.543 1.839 -0.102
13 H -0.135 -0.621 0.043
14 H 0.884 -1.724 -2.590
15 H -0.354 -2.327 -1.713
16 H -1.453 0.466 -1.540
17 H 1.947 -2.648 -0.673
18 H 0.343 -2.131 1.825
19 H 0.971 -3.687 1.390
20 H -1.349 -2.338 0.073
21 H -3.217 -1.143 0.849
22 H -4.276 -1.758 -0.178
23 O -4.060 -0.941 0.294
24 H 0.198 1.562 2.468
25 H 0.634 0.394 1.703
26 O 0.000 0.637 2.403
27 H -3.842 1.891 -0.446
28 H -3.424 0.624 -0.062
29 O -2.964 1.488 -0.297
30 H -1.630 0.388 2.256
31 H -3.157 0.815 2.587
32 O -2.604 0.314 1.995
33 H -0.639 4.197 -0.857
34 H -1.004 2.825 -0.834
35 O -0.212 3.316 -0.716
36 H 2.676 -1.103 1.491
37 H 3.362 0.226 1.406
38 O 3.246 -0.499 1.972
39 H 3.404 -0.543 -3.550
40 H 4.547 -0.600 -2.520
41 O 3.669 -0.896 -2.715
42 H -0.585 3.313 1.421
43 H -1.919 2.501 1.124
44 O -1.478 3.163 1.731

Output
SMILES   NC[C@@H](CS)NCO.O.O.O.O.O.O.O.O
Net charge   0
Kohn-Sham gap   9.17 eV
Energy relative to the best compared isomer or geometry (same formula, charge and spin)   77.89 kJ/mol
HOMO   -8.92 eV
Maximum force   3.14 eV/Å

# 8
Molecular formula: C21H74O16
Method: DFT, the ωB97M-V functional and the def2-TZVPD basis

Atoms and positions in Å:
1 O 27.746 -5.859 13.330
2 H 28.108 -5.929 12.442
3 H 28.365 -5.264 13.808
4 O 28.999 -0.039 13.266
5 H 28.453 -0.268 14.052
6 H 28.362 0.015 12.543
7 O 27.057 1.394 17.809
8 H 27.430 2.222 17.481
9 H 26.091 1.553 17.873
10 O 29.691 -4.508 14.791
11 H 30.076 -3.629 14.601
12 H 30.171 -4.825 15.562
13 O 30.024 -1.972 16.886
14 H 29.180 -1.509 16.929
15 H 30.488 -1.560 16.146
16 O 28.814 0.050 19.639
17 H 28.018 0.313 19.148
18 H 28.544 -0.708 20.169
19 O 24.497 -2.920 19.471
20 H 25.254 -3.548 19.394
21 H 24.182 -3.004 20.378
22 O 30.801 -2.000 13.935
23 H 31.296 -2.330 13.176
24 H 30.250 -1.263 13.574
25 O 22.258 -2.943 17.822
26 H 21.851 -2.201 18.277
27 H 23.104 -3.092 18.298
28 C 26.700 -2.235 14.178
29 C 26.355 -1.353 15.373
30 C 26.361 -2.186 16.656
31 O 27.341 -0.335 15.512
32 H 26.085 -3.139 14.196
33 H 27.741 -2.560 14.147
34 H 26.435 -1.791 13.215
35 H 25.371 -0.922 15.159
36 H 27.299 -2.747 16.675
37 H 25.484 -2.818 16.786
38 H 26.473 -1.535 17.530
39 H 27.165 0.246 16.269
40 C 27.822 -6.754 20.213
41 C 27.726 -5.493 19.347
42 C 27.634 -5.847 17.865
43 O 26.499 -4.810 19.707
44 H 28.772 -7.266 20.075
45 H 27.002 -7.423 19.942
46 H 27.649 -6.507 21.264
47 H 28.528 -4.809 19.640
48 H 28.376 -6.628 17.688
49 H 27.878 -4.991 17.240
50 H 26.663 -6.285 17.647
51 H 26.500 -4.703 20.665
52 C 24.236 2.184 15.657
53 C 23.335 1.767 16.826
54 C 22.543 0.525 16.515
55 O 24.218 1.612 17.951
56 H 25.159 1.609 15.611
57 H 24.545 3.233 15.746
58 H 23.690 2.225 14.710
59 H 22.695 2.638 16.998
60 H 23.196 -0.357 16.488
61 H 22.035 0.598 15.556
62 H 21.837 0.254 17.306
63 H 24.013 0.790 18.414
64 C 22.339 -4.602 14.203
65 C 21.368 -3.443 14.411
66 C 21.845 -2.083 13.954
67 O 20.155 -3.726 13.690
68 H 21.981 -5.509 14.698
69 H 23.221 -4.288 14.774
70 H 22.533 -4.897 13.175
71 H 21.111 -3.349 15.472
72 H 21.016 -1.376 14.040
73 H 22.263 -1.985 12.952
74 H 22.594 -1.690 14.650
75 H 19.797 -4.558 14.012
76 C 24.628 -4.725 10.810
77 C 25.221 -3.337 10.553
78 C 26.739 -3.402 10.481
79 O 24.746 -2.853 9.291
80 H 23.558 -4.620 10.988
81 H 25.105 -5.200 11.670
82 H 24.822 -5.392 9.967
83 H 24.851 -2.653 11.316
84 H 27.139 -2.401 10.304
85 H 27.016 -4.064 9.657
86 H 27.283 -3.765 11.357
87 H 24.837 -3.575 8.661
88 C 22.720 0.748 11.164
89 C 24.077 1.268 11.730
90 C 24.525 0.332 12.832
91 O 24.986 1.167 10.644
92 H 21.931 0.818 11.920
93 H 22.827 -0.291 10.857
94 H 22.486 1.327 10.271
95 H 24.026 2.273 12.165
96 H 24.588 -0.688 12.455
97 H 23.796 0.350 13.647
98 H 25.444 0.676 13.314
99 H 24.883 1.901 10.035
100 C 31.682 2.917 14.866
101 C 31.361 2.363 16.259
102 C 30.917 0.927 16.151
103 O 32.524 2.410 17.077
104 H 31.990 3.963 14.833
105 H 30.789 2.848 14.235
106 H 32.414 2.273 14.375
107 H 30.497 2.909 16.664
108 H 30.568 0.581 17.127
109 H 31.750 0.271 15.890
110 H 30.098 0.869 15.436
111 H 32.817 3.328 17.089

Output
Net charge   0
Kohn-Sham gap   9.87 eV
Energy relative to the best compared isomer or geometry (same formula, charge and spin)   17.30 kJ/mol
HOMO   -9.81 eV
Maximum force   1.76 eV/Å

Per-record E, eV: -46375.3622, -94983.1862, -31996.8453, -6800.2876, -12859.3912, -9207.9803, -36843.7665, -55738.1964